# 1
Molecular formula: C35H41BiCl5IN9O3S3
Method: DFT, ωB97M-V/def2-TZVPD

Cartesian coordinates (Å):
Bi (1.292583, 1.507939, -0.426511)
C (-2.894815, 4.326358, -3.313933)
N (-2.366220, 3.544815, -2.173437)
C (-3.380080, 2.883374, -1.393876)
C (-1.056945, 3.307502, -2.008965)
N (-0.647068, 2.344794, -1.184303)
N (-0.143721, 4.171503, -2.582907)
C (1.271308, 4.120348, -2.611120)
N (1.791453, 5.221677, -3.179261)
N (1.852767, 3.019484, -2.225711)
H (-3.987893, 4.204064, -3.457987)
H (-2.432001, 4.075617, -4.261170)
H (-2.735722, 5.407443, -3.040930)
H (-3.016020, 2.532475, -0.383194)
H (-3.725251, 1.984706, -1.940970)
H (-4.277404, 3.555992, -1.272730)
H (-1.390455, 1.690839, -0.944406)
H (-0.538370, 4.962105, -3.059099)
H (1.263942, 6.095576, -3.262906)
H (2.803440, 5.285450, -3.153804)
H (2.870167, 3.134295, -2.303053)
N (0.982154, 2.241042, 6.771665)
C (2.327588, 1.953962, 6.795743)
N (2.955094, 2.138858, 8.018918)
S (3.165579, 1.441529, 5.441279)
H (0.636985, 2.941155, 7.478941)
H (0.525484, 2.327129, 5.849166)
H (2.366354, 1.922150, 8.787356)
H (3.857588, 1.669797, 8.021259)
C (2.592491, -1.498824, 2.819278)
N (3.735601, -1.685244, 1.954651)
C (4.743650, -2.478345, 2.626434)
C (4.073821, -0.676629, 1.060774)
S (3.571524, 0.901554, 1.353419)
N (4.890340, -0.979638, -0.005507)
C (5.208094, -2.355483, -0.388673)
C (5.317716, 0.010740, -0.990945)
H (2.281621, -2.447591, 3.265813)
H (1.741843, -1.165105, 2.208705)
H (2.702680, -0.792518, 3.675080)
H (5.436239, -1.781357, 3.147985)
H (5.217290, -3.083918, 1.870242)
H (4.214017, -2.985843, 3.448941)
H (4.412513, -3.111328, -0.147000)
H (6.209585, -2.608125, 0.078961)
H (5.401135, -2.444208, -1.469291)
H (5.263286, 1.001229, -0.543792)
H (4.601402, 0.125967, -1.843762)
H (6.376701, -0.317202, -1.221202)
Cl (-0.446272, 0.894136, 2.471994)
C (0.023468, 2.611258, 2.324071)
C (0.981515, 2.984520, 1.415826)
C (1.429719, 4.279847, 1.292612)
Cl (2.908346, 4.548901, 0.408800)
C (0.737667, 5.306660, 2.018290)
Cl (0.917935, 6.960162, 1.618315)
C (-0.283509, 4.905864, 2.910462)
Cl (-1.086740, 6.078223, 3.879120)
C (-0.639133, 3.564009, 3.131527)
Cl (-1.895938, 3.103138, 4.252772)
I (4.403621, -5.480941, -4.881314)
C (3.326820, -4.215413, -3.728382)
C (2.906206, -3.037081, -4.397727)
C (2.389043, -2.022513, -3.619740)
C (2.078645, -2.174995, -2.261416)
C (2.189233, -3.463862, -1.676885)
C (2.880913, -4.459205, -2.369653)
C (1.508532, -0.996612, -1.544633)
O (1.207431, -1.051881, -0.308626)
O (1.417947, 0.073807, -2.275170)
H (3.193389, -2.805281, -5.404752)
H (2.274568, -1.006864, -4.047536)
H (1.708048, -3.666288, -0.739146)
H (3.093493, -5.396933, -1.920306)
O (-2.668896, -3.618844, 0.702607)
S (-3.407207, -2.469858, 0.055893)
C (-5.028358, -2.426103, 0.832021)
C (-6.054628, -1.683232, 0.306012)
C (-7.328685, -1.754564, 0.855967)
C (-7.499523, -2.450795, 2.079523)
C (-6.418586, -3.088171, 2.703605)
C (-5.191113, -3.029885, 2.060468)
C (-3.895292, -3.034904, -1.608174)
C (-4.082081, -2.096227, -2.587651)
C (-4.364596, -2.456626, -3.902702)
C (-4.283435, -3.807111, -4.231578)
C (-4.055150, -4.785024, -3.265194)
C (-3.900480, -4.387842, -1.958583)
H (-5.902576, -1.103295, -0.573340)
H (-8.235305, -1.438937, 0.357177)
H (-8.510983, -2.428127, 2.547997)
H (-6.562146, -3.678494, 3.581914)
H (-4.332066, -3.614582, 2.450042)
H (-4.011887, -1.045331, -2.266783)
H (-4.633483, -1.706018, -4.626595)
H (-4.468258, -4.125634, -5.215969)
H (-4.052408, -5.822129, -3.540827)
H (-3.699870, -5.121035, -1.188534)

Cartesian forces (eV/Å) of the 2 atoms listed first:
1.622 -0.525 1.023
-0.030 1.439 0.829

Results
HOMO level: -9.73 eV
HOMO-LUMO gap: 7.06 eV
Energy above the lowest of the compared OMol25 structures with the same formula, charge and spin: 277.9 kJ/mol
Charge: +1

Atom charges from the Löwdin analysis, given in e for atoms 1 to 2: 1.79, -0.02



# 2
Molecular formula: C35H41BrCl16IN4O8S3
Method: DFT, ωB97M-V/def2-TZVPD

Cartesian coordinates (Å):
C (-9.039922, 0.878324, -0.558455)
C (-7.592326, 0.910041, -1.396184)
C (-6.600226, 1.980664, -0.571201)
N (-5.194578, 1.473345, -0.763260)
C (-4.629957, 1.783897, -2.170135)
Br (-5.647672, 2.839340, -3.589554)
C (-3.137415, 1.342099, -2.687920)
O (-2.604937, 1.644033, -4.035748)
C (-2.203896, 0.475585, -1.665711)
C (-0.730047, 0.012986, -2.198474)
C (0.218897, -0.844639, -1.178674)
S (1.927704, -1.345158, -1.767987)
C (3.218627, -1.092320, -0.420894)
C (4.012859, -2.554191, -0.261344)
O (3.917708, -3.314684, 0.855492)
O (4.792583, -2.982285, -1.454001)
C (6.150551, -3.421153, -1.073736)
C (7.204437, -2.797276, -2.202527)
C (7.240251, -1.127423, -2.164474)
O (8.584426, -3.288469, -2.039174)
C (8.767931, -4.433458, -2.967485)
O (8.429253, -5.656189, -2.513020)
C (9.308090, -4.311997, -4.518309)
S (9.032930, -2.623932, -5.287621)
C (-0.409580, -1.220034, 0.292811)
O (0.503888, -2.031337, 1.167272)
N (0.611652, -3.291401, 0.674493)
O (-0.518913, -3.714548, 0.475685)
C (-1.931298, -0.755873, 0.817117)
C (-2.299849, -1.316872, 2.292393)
C (-1.761877, -0.255496, 3.468584)
C (-1.716453, 1.303858, 2.968980)
C (-0.270563, 1.806328, 2.379602)
C (-0.390639, 3.469062, 2.244739)
C (-0.674557, 3.960547, 0.690107)
C (0.510291, 3.552942, -0.368068)
S (2.025003, 4.710498, -0.241962)
C (3.274181, 3.634105, 0.718140)
N (3.698496, 2.189777, 0.452423)
N (4.599115, 1.896620, 1.474640)
C (4.752124, 3.109948, 2.370918)
O (3.913281, 4.248716, 1.904160)
C (-2.854043, 0.151663, -0.174196)
C (-4.355821, 0.698812, 0.283093)
C (-5.057644, 0.502018, 1.733829)
C (-6.259358, -0.591504, 1.836204)
C (-6.300466, -1.774920, 0.727344)
I (-5.414726, -3.700851, 1.428253)
H (-8.897765, 0.751724, 0.595803)
H (-9.819285, 0.141052, -1.039192)
H (-9.493926, 1.970642, -0.719147)
H (-7.870034, 1.284005, -2.469278)
H (-7.117937, -0.154577, -1.500122)
H (-6.770284, 3.105381, -0.936899)
H (-7.037740, 1.965128, 0.506123)
H (-2.216458, 0.787344, -4.435415)
H (-0.375671, 0.296753, -3.285890)
H (4.035953, -0.287263, -0.746563)
H (2.772644, -0.714237, 0.598629)
H (6.279721, -4.594592, -1.124571)
H (6.489263, -3.067013, -0.004643)
H (6.854374, -3.144805, -3.281400)
H (6.145372, -0.730395, -2.013444)
H (8.000752, -0.732885, -1.357533)
H (7.589494, -0.729840, -3.231983)
H (8.668749, -5.081592, -5.169262)
H (10.457468, -4.614157, -4.527178)
H (9.560560, -2.576967, -6.615182)
H (-3.429036, -1.613061, 2.468619)
H (-1.694984, -2.321425, 2.521594)
H (-2.318411, -0.422532, 4.497331)
H (-0.628661, -0.573098, 3.667972)
H (-1.925439, 1.968505, 3.938541)
H (-2.538332, 1.607256, 2.193722)
H (-0.163288, 1.371859, 1.297664)
H (0.642873, 1.553631, 3.078294)
H (0.520130, 4.001656, 2.754448)
H (-1.357438, 3.804101, 2.859476)
H (-1.748107, 3.622635, 0.302538)
H (-0.727174, 5.150541, 0.728029)
H (0.069620, 3.655834, -1.456759)
H (0.922552, 2.462653, -0.252070)
H (5.425741, 3.278242, 3.322489)
H (-5.557415, 1.560423, 1.993443)
H (-4.358100, 0.353165, 2.658083)
H (-7.329008, -0.068480, 1.866573)
H (-6.155639, -1.115950, 2.903831)
H (-5.886162, -1.524107, -0.334577)
H (-7.452032, -2.048042, 0.563002)
C (-7.386664, 4.045658, 2.951113)
Cl (-5.678571, 3.721455, 2.561502)
Cl (-8.232164, 2.504719, 3.242827)
Cl (-7.480187, 5.060368, 4.412738)
Cl (-8.155806, 4.896247, 1.587394)
C (-4.296209, -1.776741, 6.696213)
Cl (-4.498982, -0.050909, 6.302671)
Cl (-5.592316, -2.289109, 7.806189)
Cl (-4.379881, -2.740863, 5.200153)
Cl (-2.713533, -2.026183, 7.475780)
C (12.513449, -5.445812, -1.936035)
Cl (11.451915, -5.220903, -0.522865)
Cl (13.106497, -3.860275, -2.491758)
Cl (13.897617, -6.471719, -1.481811)
Cl (11.597804, -6.230502, -3.247777)
C (1.036523, 3.435539, -4.471523)
Cl (0.453230, 2.123997, -3.416006)
Cl (2.092304, 2.755667, -5.735470)
Cl (-0.354363, 4.247983, -5.233164)
Cl (1.954883, 4.614672, -3.501435)

Cartesian forces (eV/Å) of the 2 atoms listed first:
0.100 1.305 -0.927
-1.418 0.358 0.474

Results
HOMO level: -10.64 eV
HOMO-LUMO gap: 5.86 eV
Charge: +1

Atom charges from the Löwdin analysis, given in e for atoms 1 to 2: -0.12, -0.20